(1)
Density functional theory data (ωB97M-V with the def2-TZVPD basis set) for the molecule C3H8N2O at a distorted geometry.

Last column: Löwdin charge in e.
Positions of all 14 atoms, in Å:
1 H -1.811 -1.791 0.325  0.0656
2 N -0.791 -1.721 0.211  0.0969
3 C -0.493 -0.498 -0.155  -0.5010
4 C -1.431 0.684 -0.247  -0.0239
5 N 0.774 -0.263 -0.430  -0.2211
6 C 1.448 0.877 0.221  -0.0206
7 O 1.497 -1.422 -0.318  -0.0553
8 H -1.479 1.081 0.798  0.0947
9 H -1.055 1.482 -0.918  0.0793
10 H -2.443 0.228 -0.598  0.1130
11 H 2.453 0.843 -0.210  0.0885
12 H 1.055 1.826 -0.143  0.0793
13 H 1.475 0.731 1.334  0.1135
14 H 0.800 -2.057 0.130  0.0911

ΔE to the lowest compared entry with this formula, charge and spin, eV: 3.036
Orbital gap, eV: 9.64
SMILES string: [H]/N=C(\C)N(C)O
LUMO, eV: 0.89
E_HOMO, Ha: -0.322

=====

(2)
Density functional theory data (ωB97M-V with the def2-TZVPD basis set) for the molecule C3H8N2O at a distorted geometry.

Last column: Löwdin charge in e.
Positions of all 14 atoms, in Å:
1 N -2.723 -1.064 -0.320  -0.0481
2 C -1.803 -0.048 0.094  -0.3292
3 C -0.362 -0.463 -0.261  -0.1855
4 N 0.655 0.639 0.092  0.0177
5 C 1.997 0.207 0.078  -0.3783
6 O 2.923 0.924 0.386  0.0030
7 H -3.062 -1.757 0.384  0.0900
8 H -3.482 -0.492 -0.806  0.0973
9 H -2.052 0.936 -0.439  0.1339
10 H -1.852 0.036 1.194  0.1091
11 H -0.274 -0.676 -1.372  0.1226
12 H -0.107 -1.416 0.174  0.0980
13 H 0.742 1.657 0.056  0.1356
14 H 2.180 -0.878 -0.147  0.1339

ΔE to the lowest compared entry with this formula, charge and spin, eV: 1.858
Orbital gap, eV: 10.35
SMILES string: NCCNC=O
LUMO, eV: 0.80
E_HOMO, Ha: -0.351

=====

(3)
Density functional theory data (ωB97M-V with the def2-TZVPD basis set) for the molecule C3H8N2O at a distorted geometry.

Last column: Löwdin charge in e.
Positions of all 14 atoms, in Å:
1 C 0.554 -1.281 0.998  -0.0634
2 C 0.320 -0.151 0.047  -0.4152
3 C -0.890 0.725 0.206  -0.1716
4 O -1.729 0.069 1.241  -0.1174
5 N 1.217 -0.063 -0.804  -0.0217
6 N 1.145 0.873 -1.900  -0.0020
7 H 0.700 -0.849 2.045  0.0984
8 H 1.447 -1.846 0.712  0.0745
9 H -0.268 -1.994 1.235  0.0816
10 H -1.480 0.846 -0.818  0.1435
11 H -0.455 1.716 0.417  0.1226
12 H -2.568 0.603 1.456  0.1250
13 H 1.814 0.437 -2.636  0.1140
14 H 0.193 0.913 -2.200  0.0316

ΔE to the lowest compared entry with this formula, charge and spin, eV: 3.079
Orbital gap, eV: 9.49
SMILES string: C/C(CO)=N/N
LUMO, eV: 0.69
E_HOMO, Ha: -0.323